Entry 1:
Computed, not measured: C27H25Cl5N7O2RbS as an isolated structure, with ωB97M-V with the def2-TZVPD basis set.

Structure (ORCA input):
```
! RIJCOSX wB97M-V def2-TZVPD def2/J DEFGRID3
* xyz -2 1
Rb -0.742 0.995 0.617
C 1.232 -3.276 3.427
C 0.479 -2.106 2.850
N 0.825 -1.492 1.786
N 1.905 -2.023 1.147
C 2.497 -1.214 0.290
O 2.304 0.004 0.062
C 3.587 -1.925 -0.510
C 4.078 -1.351 -1.672
C 5.061 -1.982 -2.430
C 5.586 -3.199 -2.023
C 5.113 -3.779 -0.853
C 4.122 -3.149 -0.107
C -0.749 -1.651 3.572
C -1.243 -2.390 4.644
C -2.390 -1.966 5.302
C -3.018 -0.812 4.884
C -2.458 -0.136 3.810
N -1.361 -0.538 3.177
H 2.148 -3.413 2.865
H 0.642 -4.197 3.364
H 1.474 -3.102 4.480
H 3.677 -0.398 -1.988
H 5.416 -1.516 -3.341
H 6.353 -3.689 -2.609
H 5.520 -4.728 -0.517
H 3.738 -3.599 0.800
H -0.744 -3.298 4.953
H -2.781 -2.536 6.136
H -3.917 -0.447 5.359
H -2.921 0.772 3.429
N 1.389 5.435 0.308
C 1.115 4.148 0.731
O 0.001 3.671 0.513
C 2.248 3.483 1.487
C 2.004 3.556 2.995
H 0.719 5.859 -0.309
H 2.350 5.721 0.243
H 3.200 3.958 1.112
H 2.273 2.437 1.166
H 2.187 4.562 3.405
H 2.540 2.782 3.557
Cl -4.278 3.618 0.073
C -4.857 1.965 0.359
C -3.921 0.949 0.419
C -4.460 -0.305 0.646
Cl -3.345 -1.682 0.710
C -5.820 -0.566 0.823
Cl -6.423 -2.175 1.129
C -6.721 0.497 0.753
Cl -8.425 0.221 0.952
C -6.233 1.782 0.513
Cl -7.355 3.113 0.417
C -1.014 -0.410 -7.017
C -1.417 0.781 -6.135
C -0.626 0.854 -4.864
N -1.060 0.485 -3.717
N -0.142 0.598 -2.683
C 1.004 1.082 -3.076
N 2.060 1.364 -2.283
S 1.025 1.429 -4.803
H -1.655 -0.478 -7.900
H -1.100 -1.341 -6.453
H 0.022 -0.314 -7.354
H -2.465 0.700 -5.846
H -1.297 1.711 -6.694
H 2.156 0.912 -1.370
H 2.885 1.736 -2.709
*
```

Electronic energy   -117032.637 eV
Gap between HOMO and LUMO   3.00 eV
HOMO level   0.56 eV



Entry 2:
Computed, not measured: a single C2H2O2S3 molecule, with ωB97M-V with the def2-TZVPD basis set.

Structure (ORCA input):
```
! RIJCOSX wB97M-V def2-TZVPD def2/J DEFGRID3
* xyz 0 1
C 0.995 -0.333 -0.239
C -1.578 0.385 0.542
O 3.232 0.685 0.475
O -1.065 -1.542 -1.144
S 1.929 1.062 -0.055
S -0.625 -0.183 -1.020
S -2.632 1.628 0.516
H 1.145 -1.382 -0.327
H -1.402 -0.320 1.252
*
```

Electronic energy   -38702.711 eV
Gap between HOMO and LUMO   7.49 eV
ΔE to the lowest compared entry with this formula, charge and spin   220.32 kJ/mol
HOMO level   -9.15 eV



Entry 3:
Computed, not measured: a single C11H12Si molecule, with ωB97M-V with the def2-TZVPD basis set.

Structure (ORCA input):
```
! RIJCOSX wB97M-V def2-TZVPD def2/J DEFGRID3
* xyz 0 1
C -2.719 -1.641 -0.339
Si -3.027 0.205 -0.052
C -4.840 0.640 0.252
C -1.649 1.286 0.036
C -0.416 1.531 -0.014
C 0.875 1.854 -0.041
C 1.919 0.863 -0.018
C 3.266 1.221 -0.148
C 4.260 0.267 -0.097
C 3.953 -1.075 0.072
C 2.624 -1.447 0.213
C 1.631 -0.498 0.174
H -3.020 -2.248 0.512
H -3.241 -2.016 -1.218
H -1.656 -1.795 -0.497
H -4.923 1.284 1.122
H -5.265 1.176 -0.590
H -5.449 -0.247 0.427
H 1.165 2.896 -0.069
H 3.526 2.261 -0.296
H 5.294 0.572 -0.188
H 4.734 -1.820 0.095
H 2.366 -2.484 0.372
H 0.593 -0.783 0.295
*
```

Electronic energy   -19476.694 eV
Gap between HOMO and LUMO (alpha / beta)   6.65 / 6.66 eV
SMILES string   C[Si](C)=C=C=Cc1ccccc1
ΔE to the lowest compared entry with this formula, charge and spin   1.51 kJ/mol
HOMO level (alpha / beta)   -6.82 / -6.82 eV



Entry 4:
Computed, not measured: a single C6H9N molecule, with ωB97M-V with the def2-TZVPD basis set.

Structure (ORCA input):
```
! RIJCOSX wB97M-V def2-TZVPD def2/J DEFGRID3
* xyz 0 1
C 1.922 -1.085 0.098
C 1.561 0.151 -0.637
C 0.701 1.312 -0.152
N 0.050 0.202 -0.595
C -1.173 -0.309 -0.228
C -2.490 -0.714 -0.283
C -2.246 0.418 0.663
H 2.840 -1.091 0.586
H 1.886 -1.840 -0.669
H 1.243 -1.332 0.880
H 2.011 0.347 -1.616
H 0.773 1.553 0.962
H 0.807 2.144 -0.757
H -3.140 -1.497 -0.408
H -2.131 0.359 1.703
H -2.614 1.382 0.455
*
```

Electronic energy   -7852.190 eV
Gap between HOMO and LUMO   8.67 eV
SMILES string   C[C@@H]1CN1C1=CC1
ΔE to the lowest compared entry with this formula, charge and spin   575.97 kJ/mol
HOMO level   -7.65 eV



Which value of electronic energy does entry 2 give?
-38702.711 eV



Number 1 is which compound?
C27H25Cl5N7O2RbS